Entry 1:
Computed, not measured: a molecular structure, C43H38N4P2Ti, with ωB97M-V/def2-TZVPD.

## Properties
Net charge = +4
ΔE to the lowest compared entry with this formula, charge and spin = 4.7 kcal/mol
HOMO energy = -0.703 Ha
DFT total energy = -3411.29938 hartree

Positions of all 88 atoms, in Å:
1 Ti -0.78187 -0.21895 0.59050
2 C -3.64775 -1.88617 -0.42013
3 N -2.20419 -1.79141 -0.05146
4 P -0.92476 -1.95070 -1.21569
5 C -1.51388 -1.47295 -2.83112
6 C -2.62983 -2.10333 -3.40148
7 C -3.00092 -1.79554 -4.69849
8 C -2.25010 -0.88825 -5.44092
9 C -1.12341 -0.29075 -4.88984
10 C -0.75379 -0.57685 -3.58544
11 C -0.16262 -3.57992 -1.31243
12 C -0.23777 -4.25234 -2.54014
13 C 0.35818 -5.49510 -2.69104
14 C 1.05110 -6.07056 -1.63635
15 C 1.16359 -5.39218 -0.42433
16 C 0.57538 -4.15285 -0.26223
17 P -1.65566 -2.44367 1.51453
18 C -2.69201 -3.79357 2.03553
19 C -3.85125 -3.55039 2.78482
20 C -4.63464 -4.62033 3.17464
21 C -4.26840 -5.91685 2.82356
22 C -3.11442 -6.15489 2.08484
23 C -2.31244 -5.09802 1.69299
24 C -2.03117 -0.95167 2.50583
25 C -1.29317 -0.90016 3.71156
26 C -1.64474 -0.02133 4.71649
27 C -2.72274 0.84442 4.53261
28 C -3.43511 0.84837 3.33560
29 C -3.10586 -0.04978 2.33567
30 H -3.86387 -1.24272 -1.26925
31 H -4.27506 -1.62897 0.42778
32 H -3.87684 -2.91847 -0.68446
33 H -3.19190 -2.84991 -2.85471
34 H -3.86216 -2.27849 -5.14060
35 H -2.53464 -0.66493 -6.46095
36 H -0.52071 0.38317 -5.48449
37 H 0.14437 -0.13207 -3.17605
38 H -0.75463 -3.81796 -3.38304
39 H 0.28298 -6.00762 -3.64067
40 H 1.52209 -7.03704 -1.75961
41 H 1.72698 -5.82958 0.38977
42 H 0.70707 -3.62987 0.67523
43 H -4.12972 -2.54370 3.07117
44 H -5.52954 -4.44983 3.75788
45 H -4.88441 -6.74926 3.13777
46 H -2.83581 -7.16767 1.82715
47 H -1.40648 -5.28334 1.13151
48 H -0.46620 -1.58808 3.86280
49 H -1.10082 -0.01926 5.65235
50 H -3.01162 1.51716 5.33118
51 H -4.26845 1.52706 3.20385
52 H -3.70104 -0.05663 1.43144
53 C -0.47937 3.39665 3.19234
54 C -0.89197 2.51736 2.18999
55 N -0.17587 1.45360 1.83996
56 C 1.01769 1.24386 2.45898
57 C 1.49653 2.05411 3.49163
58 C 0.69866 3.15801 3.85989
59 C 2.77588 1.76250 4.06428
60 C 3.53713 0.75930 3.57087
61 C 3.08713 -0.03701 2.46906
62 C 3.89235 -1.00362 1.83149
63 C 3.41004 -1.65245 0.71900
64 C 2.11574 -1.39354 0.27943
65 N 1.29956 -0.51999 0.88281
66 C 1.80809 0.18004 1.94954
67 H -1.09066 4.25784 3.42571
68 H -1.81688 2.69062 1.65385
69 H 1.03265 3.82541 4.64580
70 H 3.13585 2.38025 4.87729
71 H 4.51919 0.56000 3.98133
72 H 4.89120 -1.20332 2.20197
73 H 4.01321 -2.36679 0.17591
74 H 1.73536 -1.91334 -0.58537
75 C -1.92237 4.36363 -3.62965
76 C -1.69843 3.26772 -2.65211
77 C -0.40292 2.91201 -2.23940
78 C -0.22070 1.89873 -1.33742
79 N -1.25980 1.19734 -0.81861
80 C -2.51161 1.52042 -1.21491
81 C -2.76072 2.53164 -2.10788
82 H -1.68490 4.00595 -4.63683
83 H -1.26057 5.20736 -3.43270
84 H -2.95465 4.70552 -3.63233
85 H 0.45874 3.44244 -2.62433
86 H 0.77201 1.61846 -1.00129
87 H -3.32550 0.94485 -0.79163
88 H -3.78295 2.75710 -2.38218

Cartesian forces, eV/Å:
Ti 0.464 -0.208 0.415
C -0.043 -0.026 -0.020
N -0.350 -0.050 -0.120
P 0.306 -0.036 -0.051
C -0.128 -0.082 0.121
C 0.007 0.027 -0.019
C 0.023 0.021 -0.033
C -0.013 -0.012 0.019
C 0.014 0.018 -0.024
C 0.026 -0.012 0.025
C -0.060 0.112 0.010
C -0.067 -0.001 -0.045
C 0.008 -0.012 0.005
C -0.008 0.042 0.008
C 0.026 -0.037 0.011
C -0.045 0.024 0.033
P 0.069 0.403 -0.241
C 0.040 -0.026 -0.006
C 0.042 0.062 -0.015
C -0.020 -0.027 0.005
C 0.012 0.016 -0.008
C -0.024 -0.023 0.007
C 0.017 0.060 -0.019
C -0.149 0.001 0.118
C 0.056 -0.035 -0.070
C -0.021 0.035 0.034
C 0.025 -0.022 0.003
C -0.014 0.025 0.020
C 0.052 0.014 -0.125
H -0.015 0.018 0.054
H 0.016 0.019 0.018
H 0.032 -0.002 0.001
H 0.016 0.004 -0.049
H 0.003 0.000 -0.002
H 0.003 -0.001 0.003
H -0.010 -0.003 -0.002
H 0.027 0.027 0.023
H -0.007 -0.001 -0.003
H 0.005 -0.005 0.007
H -0.005 -0.001 -0.002
H -0.004 -0.001 -0.007
H -0.034 -0.036 0.033
H -0.020 -0.014 0.018
H 0.005 0.008 -0.002
H 0.000 0.001 0.000
H 0.005 0.005 0.000
H 0.020 -0.016 -0.008
H -0.002 -0.002 0.015
H 0.000 -0.004 -0.005
H -0.003 0.001 -0.007
H -0.001 -0.010 -0.003
H -0.040 -0.032 0.020
C 0.016 0.063 0.055
C 0.052 -0.036 -0.031
N -0.147 -0.169 -0.180
C -0.049 0.049 0.113
C -0.031 -0.040 -0.173
C -0.030 0.020 -0.003
C 0.036 0.031 0.047
C 0.109 0.016 0.077
C -0.114 -0.034 -0.073
C -0.018 0.008 -0.004
C 0.031 0.005 0.014
C 0.005 0.030 -0.016
N -0.121 -0.050 -0.049
C 0.137 0.048 -0.037
H 0.006 -0.005 0.003
H -0.007 -0.013 -0.009
H -0.004 0.002 -0.002
H 0.009 -0.009 -0.002
H -0.012 0.012 0.008
H -0.003 0.000 -0.008
H 0.010 0.003 0.007
H -0.001 0.030 0.005
C -0.020 0.059 -0.045
C -0.004 -0.107 0.072
C -0.018 0.064 -0.038
C -0.027 -0.025 0.037
N -0.107 -0.162 0.107
C -0.004 -0.050 -0.015
C 0.033 0.063 -0.047
H 0.007 -0.009 0.010
H 0.001 -0.008 0.000
H 0.002 -0.006 0.006
H 0.004 -0.001 0.016
H 0.015 0.027 0.001
H 0.003 -0.009 0.012
H 0.002 -0.001 0.000

These are the Löwdin partial charges, in e, on atoms 1 to 5: 0.992 -0.079 -0.532 1.039 -0.382


Entry 2:
Computed, not measured: a molecular structure, C5H8O, with ωB97M-V/def2-TZVPD.

## Properties
ΔE to the lowest compared entry with this formula, charge and spin = 124.7 kcal/mol
HOMO energy (alpha / beta) = -0.300 / -0.299 Ha
DFT total energy = -270.35915 hartree

Positions of all 14 atoms, in Å:
1 C -0.34342 -1.75516 0.44502
2 C 0.58375 -0.76644 -0.12182
3 C -0.49102 0.86469 -1.10519
4 C 0.22505 1.55213 0.03275
5 O -0.21916 1.09675 1.31352
6 C 0.91744 0.43370 0.68284
7 H -1.12478 -1.32562 1.08812
8 H 0.31085 -2.35801 1.09962
9 H -0.78844 -2.44619 -0.28056
10 H 0.27816 -0.33944 -1.26415
11 H -1.57508 0.77685 -1.00531
12 H -0.19276 1.20330 -2.10516
13 H 0.56778 2.58533 -0.02011
14 H 1.85163 0.47810 1.24044

Cartesian forces, eV/Å:
C -0.193 -0.536 0.598
C -0.741 1.319 -1.839
C 0.181 -0.051 0.496
C -0.018 -0.331 -0.010
O 0.319 0.005 -0.432
C 0.124 0.274 0.331
H 0.094 -0.103 -0.113
H -0.228 -0.012 -0.035
H 0.204 0.235 0.073
H 0.297 -0.276 0.619
H 0.243 -0.126 0.017
H 0.016 -0.217 0.222
H -0.042 -0.249 0.032
H -0.256 0.067 0.041

These are the Löwdin partial charges, in e, on atoms 1 to 5: -0.125 -0.101 0.005 -0.298 -0.032


Entry 3:
Computed, not measured: a gas-phase ion, C3H7O2 (charge -1), with ωB97M-V/def2-TZVPD.

## Properties
Net charge = -1
ΔE to the lowest compared entry with this formula, charge and spin = 58.7 kcal/mol
HOMO energy = -0.099 Ha
DFT total energy = -268.94646 hartree
Structure (SMILES) = CO[C@H](C)[O-]

Positions of all 12 atoms, in Å:
1 C 0.15995 0.90035 1.45942
2 O -0.15735 -0.38870 0.98971
3 C -0.34906 -0.51122 -0.51012
4 C 1.15218 -0.49330 -1.04256
5 O -1.08719 0.39881 -1.00231
6 H 1.01358 1.24893 0.99291
7 H -0.85617 1.49074 1.15850
8 H 0.29830 0.90052 2.57777
9 H -0.82630 -1.62618 -0.57630
10 H 1.84592 -0.01375 -0.34173
11 H 1.18912 0.04819 -2.01314
12 H 1.51340 -1.50423 -1.13760

Cartesian forces, eV/Å:
C -4.956 -0.489 0.262
O 0.417 -1.125 1.290
C 0.373 -0.630 -0.003
C -0.500 0.208 -0.318
O -0.621 0.576 -0.455
H 1.767 1.332 -0.992
H 2.686 -0.297 0.826
H -0.214 -0.192 -1.010
H 1.104 1.513 0.283
H -0.249 0.135 -0.083
H -0.033 -0.458 0.518
H 0.227 -0.572 -0.319

These are the Löwdin partial charges, in e, on atoms 1 to 5: -0.189 -0.272 -0.685 -0.078 -0.225


Entry 4:
Computed, not measured: 2 unconnected molecules or ions with the total composition C29H50ClFIN6O5P2S3Si, with ωB97M-V/def2-TZVPD.

## Properties
Net charge = +1
HOMO energy = -0.394 Ha
DFT total energy = -4863.81019 hartree

Positions of all 99 atoms, in Å:
1 C -0.72724 -2.99185 -1.18799
2 C -0.05767 -1.49446 -1.12356
3 C 1.32980 -1.66881 -0.35473
4 Cl 2.25759 -2.84329 -1.45920
5 C 2.11435 -0.41633 0.19123
6 C 3.51362 -1.01042 0.80682
7 C 3.32759 -2.09644 1.97078
8 C 4.00109 -3.53162 1.66219
9 S 2.71365 -4.80608 2.20241
10 C 2.68801 -5.98668 0.77037
11 S 4.14266 -6.66134 0.29631
12 N 1.38367 -6.21981 0.14436
13 C 1.31966 -6.58551 -1.24867
14 C -0.19802 -6.71709 -1.47786
15 N -0.88240 -6.39890 -0.21839
16 C 0.09453 -6.11531 0.80068
17 C 2.61093 0.74295 -0.76542
18 P 3.90399 0.27826 -2.09261
19 O 5.33483 0.09123 -1.48650
20 C 1.44374 1.68367 -1.42694
21 N 1.52000 1.30858 -2.85542
22 Si 2.07303 3.54382 -1.41780
23 C 1.34555 4.56292 -2.91261
24 C 1.58523 4.53705 0.13206
25 C 3.97910 3.69984 -1.60010
26 N 0.17290 1.61209 -0.69883
27 C -1.12457 1.69090 -1.33137
28 C -1.53039 1.12443 -2.74309
29 C 0.27785 1.20972 0.68234
30 N -0.51801 1.71876 1.65307
31 C -1.51207 2.80602 1.48015
32 C -3.05860 2.29497 1.56728
33 C -4.10732 3.50406 1.41683
34 C -4.45116 3.68572 -0.14457
35 S -4.22121 5.45687 -0.63179
36 O -5.53835 6.16795 -0.45113
37 O -3.07434 6.12947 0.08395
38 O -3.78829 5.43236 -2.27186
39 N 1.24698 0.22726 1.24767
40 P 2.24178 0.97992 2.55163
41 O 2.09011 2.66987 2.56985
42 I 1.30189 0.26336 4.75867
43 H -0.56780 -3.42840 -2.23969
44 H -1.86579 -2.88262 -1.08372
45 H -0.28273 -3.70706 -0.42325
46 H 0.17922 -1.25513 -2.20741
47 H -0.84810 -0.86205 -0.62061
48 H 1.05074 -2.32526 0.55832
49 H 4.26135 -0.16748 1.06241
50 H 4.11708 -1.57931 -0.00161
51 H 3.89738 -1.68258 2.89023
52 H 2.23862 -2.20901 2.34170
53 H 4.88306 -3.68541 2.37972
54 H 4.32748 -3.66639 0.58073
55 H 2.21665 -6.72097 -1.92617
56 H -0.66325 -7.01596 -2.46612
57 H -0.16857 -5.82362 1.86232
58 H 3.18959 1.49190 -0.09377
59 H 4.11224 1.34834 -3.05141
60 H 3.53960 -0.85817 -2.87942
61 H 1.21091 0.34982 -3.06298
62 H 0.99702 1.91786 -3.49217
63 H 0.39826 4.05242 -3.29912
64 H 2.17787 4.62401 -3.70896
65 H 1.16378 5.64013 -2.56037
66 H 1.08366 5.53366 -0.16658
67 H 0.87907 4.03351 0.86469
68 H 2.55265 4.84176 0.67753
69 H 4.33972 3.48705 -2.66797
70 H 4.28999 4.77999 -1.34497
71 H 4.57472 3.02907 -0.87853
72 H -1.88910 1.19878 -0.60829
73 H -1.46204 2.80475 -1.33914
74 H -2.68374 1.17284 -2.82247
75 H -1.16431 1.84240 -3.57222
76 H -1.24434 0.06376 -3.01429
77 H -0.46747 1.38232 2.63697
78 H -1.40751 3.47437 2.42131
79 H -1.32347 3.51526 0.61065
80 H -3.27357 1.39182 0.90848
81 H -3.17073 1.92083 2.65717
82 H -5.03262 3.19372 2.02968
83 H -3.74049 4.48045 1.91323
84 H -5.50965 3.28409 -0.34045
85 H -3.74782 3.05255 -0.80019
86 H -3.74693 6.39091 -2.51749
87 H 3.01468 3.02653 2.57217
88 F -2.50152 -1.88001 0.48158
89 C -3.15193 -2.66202 1.36991
90 C -4.03405 -2.08137 2.26752
91 C -4.70872 -2.88617 3.17989
92 C -4.48530 -4.26070 3.19081
93 C -3.59339 -4.83216 2.28766
94 C -2.92639 -4.02988 1.36777
95 H -4.18915 -1.00837 2.24953
96 H -5.40702 -2.44322 3.88168
97 H -5.00883 -4.88714 3.90563
98 H -3.41760 -5.90263 2.29986
99 H -2.23593 -4.46000 0.65207

Cartesian forces, eV/Å:
C -0.476 0.476 -1.400
C 0.094 -2.230 -0.124
C -2.105 -0.725 0.487
Cl -0.099 1.054 0.883
C 2.534 -0.787 -0.416
C 0.738 -0.763 -0.232
C 0.715 0.740 1.208
C -0.002 0.417 0.785
S -0.050 -0.360 -1.652
C 0.835 -0.067 0.018
S -2.316 0.871 0.199
N 0.904 0.118 0.454
C -5.361 -0.153 1.035
C 4.201 1.119 3.132
N 3.871 -0.035 0.613
C -1.248 -1.103 -5.825
C -0.892 1.495 0.264
P 4.785 0.529 0.613
O -3.613 0.062 -0.738
C 2.583 -0.461 -1.097
N -1.548 -0.231 0.201
Si 0.528 1.772 -0.716
C 0.525 -0.176 -0.091
C -0.214 0.895 0.989
C 1.014 -0.036 0.153
N 0.952 -2.620 3.457
C -3.766 1.179 0.768
C -0.130 0.623 -1.366
C -0.218 -0.723 0.267
N -0.303 0.184 -1.614
C -1.476 1.430 1.146
C 0.663 0.324 1.550
C 0.115 -0.574 0.185
C 0.301 -1.140 -0.018
S -1.011 4.344 1.141
O 3.488 -2.405 -0.890
O -2.496 -2.654 -1.839
O -0.723 0.065 2.143
N -1.318 3.544 -1.704
P 1.820 0.278 0.654
O 0.015 -1.539 -0.269
I -0.412 0.369 -0.833
H 0.037 0.494 1.697
H 2.112 -0.463 -0.178
H -0.730 0.978 -0.931
H -0.498 0.287 1.441
H 1.408 -0.336 -0.626
H 0.782 1.181 -1.323
H -1.502 -1.338 -0.151
H -1.448 1.207 0.829
H -0.985 -0.605 -1.363
H 1.662 0.118 -0.821
H -1.210 0.212 -1.360
H -0.611 0.022 1.481
H -1.328 0.247 1.356
H 0.321 0.571 1.772
H 0.822 -0.456 -1.650
H -0.497 -1.619 -0.830
H -0.948 -0.755 0.746
H -0.515 0.638 0.459
H 0.092 0.417 0.310
H 0.341 -0.140 0.444
H 1.161 1.111 0.192
H -1.567 -0.251 0.936
H -0.045 -1.683 -0.566
H 0.757 -1.604 0.308
H 1.053 0.650 -0.800
H -1.498 -0.537 -0.593
H -0.498 0.289 1.578
H -0.601 -1.534 -0.416
H -0.742 0.921 -1.125
H 1.501 0.761 -1.038
H 0.567 -1.677 -0.234
H 1.840 -0.010 0.413
H -0.519 -1.299 1.236
H -0.180 1.359 0.588
H 0.221 -0.191 -1.226
H 0.009 -1.010 -1.562
H -0.009 -1.338 0.966
H 0.172 1.334 0.610
H 0.174 0.399 -1.712
H 1.234 0.580 -1.328
H -0.308 -1.603 -0.993
H 1.499 1.282 -0.011
H -0.869 1.111 1.010
H -0.069 -0.786 0.234
H -0.974 -0.430 -0.011
F -0.261 0.653 0.405
C -0.646 -0.732 0.900
C 0.082 0.213 -0.120
C 0.171 -0.223 -0.125
C -0.023 0.020 0.038
C -0.125 0.295 0.104
C 0.255 0.101 -0.235
H -0.013 -0.038 -0.022
H 0.085 -0.014 -0.084
H 0.056 0.074 -0.087
H -0.002 0.113 -0.087
H -0.092 -0.072 0.036

These are the Löwdin partial charges, in e, on atoms 1 to 5: -0.126 -0.241 -0.506 0.673 -0.444


Entry 5:
Computed, not measured: C2H4O2P2 in the gas phase, with ωB97M-V/def2-TZVPD.

## Properties
ΔE to the lowest compared entry with this formula, charge and spin = 31.6 kcal/mol
HOMO energy = -0.342 Ha
DFT total energy = -911.75911 hartree

Positions of all 10 atoms, in Å:
1 C -1.12336 0.77326 -1.04897
2 C 1.06553 -0.73080 0.69142
3 O 1.47946 1.43043 -0.98396
4 O -1.69773 -0.33595 1.07613
5 P -2.43676 -0.04274 -0.15994
6 P 0.43658 0.61145 -0.39749
7 H -1.48729 1.18546 -1.90497
8 H 1.93786 -1.01489 0.14232
9 H 1.38504 -0.36050 1.62013
10 H 0.44067 -1.51572 0.96534

Cartesian forces, eV/Å:
C -0.143 -2.453 3.097
C -0.004 1.502 -1.347
O 1.408 0.477 0.049
O -0.159 -1.021 2.442
P 1.069 0.773 -1.217
P -2.128 -0.400 -0.955
H 0.261 1.720 -2.618
H 0.624 -0.460 -0.335
H 0.521 1.135 1.172
H -1.449 -1.272 -0.287

These are the Löwdin partial charges, in e, on atoms 1 to 5: -0.510 -0.152 -0.330 -0.595 0.752


Entry 6:
Computed, not measured: 2 unconnected molecules or ions with the total composition C4H14N2O, with ωB97M-V/def2-TZVPD.

## Properties
⟨S²⟩ = 0.7544
Net charge = +1
Multiplicity = 2
ΔE to the lowest compared entry with this formula, charge and spin = 5.8 kcal/mol
HOMO energy (alpha / beta) = -0.525 / -0.525 Ha
DFT total energy = -345.23476 hartree

Positions of all 21 atoms, in Å:
1 C -0.80418 -1.02535 1.50310
2 C -0.65272 0.47890 1.61472
3 C 0.43546 1.02353 0.68269
4 C 2.26833 0.54180 -0.82326
5 N 1.30155 0.04694 0.10137
6 N -0.86343 -1.52215 0.14978
7 H -0.01397 -1.45905 2.11924
8 H -1.68220 -1.30021 2.12929
9 H -0.34394 0.74226 2.62424
10 H -1.58747 1.03640 1.49841
11 H 0.07153 1.75459 -0.06160
12 H 1.07378 1.75131 1.22133
13 H 2.81034 1.41860 -0.46656
14 H 1.75015 0.77540 -1.76824
15 H 3.07182 -0.12543 -1.15419
16 H 0.77362 -0.79798 -0.19048
17 H -1.05598 -2.51473 0.06586
18 H -1.72369 -1.13912 -0.23818
19 H -2.29335 0.14807 -3.42100
20 H -0.91357 -0.23001 -2.82230
21 O -1.62209 0.39623 -2.76420

Cartesian forces, eV/Å:
C -0.869 -0.403 2.449
C 0.290 0.483 -0.328
C 0.384 1.103 1.132
C 1.357 0.267 -0.751
N -0.505 1.103 -1.294
N -0.711 0.183 -0.815
H 0.482 -0.325 -0.631
H 0.161 0.089 -0.579
H -0.013 -0.327 0.179
H 0.081 -0.219 -0.460
H -0.129 -0.654 -0.555
H 0.088 -0.388 0.134
H -0.538 0.190 0.144
H -0.139 0.223 0.216
H -0.493 -0.629 0.543
H -0.182 -0.769 0.511
H 0.470 -0.202 0.490
H 0.231 0.350 -0.453
H 0.455 0.031 0.247
H 0.354 -0.639 -0.373
O -0.774 0.535 0.196

These are the Löwdin partial charges, in e, on atoms 1 to 5: -0.278 -0.148 -0.162 -0.027 0.096


Which value of DFT total energy does entry 4 give?
-4863.81019 hartree


DFT total energy of number 5 (C2H4O2P2)?
-911.75911 hartree


What is the formula in the third record?
C3H7O2